--- P ---
DFT (ωB97M-V with the def2-TZVPD basis set) results for a structure of composition C17H24F6N7O4S3V.

The charge is +1. The frontier orbital gap (alpha / beta) is 7.77 / 7.02 eV. As for the spin multiplicity: 2. The calculation puts the molar mass at 651.557 g mol⁻¹.

Cartesian coordinates (Å):
V: 0.3508 0.0145 -0.0342
C: -1.5216 0.0343 2.5194
C: -2.4296 0.1990 1.2985
N: -1.6732 0.6385 0.1322
C: -1.3087 2.0348 -0.1006
C: 0.4453 2.6375 1.5589
S: 1.9603 1.8853 2.2375
C: 1.2368 0.9459 3.6301
C: 0.7441 -0.4379 3.2290
N: -0.1916 -0.4242 2.1039
H: -1.9820 -0.6817 3.2124
H: -1.4195 0.9746 3.0637
H: -3.2677 0.8649 1.5391
H: -2.8471 -0.7787 1.0373
H: -2.1715 0.3130 -0.6936
H: -3.2410 2.8660 0.2484
H: -1.3642 2.1742 -1.1903
H: -0.3562 2.3874 2.2456
H: 0.5929 3.7232 1.5502
H: 0.4633 1.5661 4.0803
H: 2.0426 0.8429 4.3545
H: 0.2885 -0.9113 4.1102
H: 1.6156 -1.0239 2.9428
H: -0.3015 -1.3909 1.7927
F: 2.1609 -1.8981 -2.3081
C: 1.7310 -3.0940 -1.8815
F: 1.8679 -3.9609 -2.8627
F: 2.5143 -3.4578 -0.8627
S: -0.0376 -2.9183 -1.2752
O: 0.1017 -2.0626 -0.1082
O: -0.5081 -4.2206 -0.9993
N: -0.7716 -2.2052 -2.4493
S: -0.7938 -0.6659 -2.6939
O: -2.0696 -0.0631 -2.4470
O: 0.3222 0.0738 -2.1434
C: -0.5658 -0.6227 -4.5460
F: -0.4837 0.6352 -4.9679
F: 0.5577 -1.2526 -4.8685
F: -1.5833 -1.2119 -5.1470
N: 5.0809 -1.9446 1.5303
C: 4.3888 -1.1683 0.6781
C: 2.9777 -1.1062 0.6905
N: 2.3070 -0.2750 -0.0987
C: 3.0331 0.4246 -0.9836
C: 4.4146 0.3471 -1.0000
N: 5.0954 -0.4052 -0.1596
H: 4.6327 -2.6566 2.0768
H: 6.0801 -1.9795 1.4133
H: 2.4077 -1.7807 1.3164
H: 2.4907 0.9871 -1.7264
H: 4.9978 0.9160 -1.7077
C: -0.8669 4.9061 -0.6658
C: -1.9124 4.4758 0.0448
C: -2.2098 3.0936 0.5321
N: 0.1397 2.1399 0.2161
C: 0.8013 3.0152 -0.7132
C: 0.3293 4.2054 -1.0920
H: -0.8743 5.9458 -0.9614
H: -2.6829 5.1911 0.2976
H: -2.1661 3.0907 1.6251
H: 1.7821 2.6941 -1.0314
H: 0.9441 4.7640 -1.7845

=====

--- Q ---
DFT (ωB97M-V with the def2-TZVPD basis set) results for a structure of composition C17H24F6N7O4S3V.

The charge is +1. The frontier orbital gap (alpha / beta) is 7.45 / 6.83 eV. As for the spin multiplicity: 2. The calculation puts the molar mass at 651.557 g mol⁻¹.

Cartesian coordinates (Å):
V: -0.0908 -0.3553 -0.0479
C: -1.9729 -0.3325 2.5129
C: -2.8909 -0.2130 1.3052
N: -2.1885 0.2332 0.0868
C: -1.8536 1.6564 -0.1423
C: -0.1033 2.3198 1.5534
S: 1.4153 1.6682 2.2835
C: 0.7394 0.6586 3.6205
C: 0.3222 -0.7592 3.2597
N: -0.6317 -0.8326 2.1299
H: -2.4284 -0.9911 3.2570
H: -1.8537 0.6318 2.9999
H: -3.7364 0.4327 1.5503
H: -3.3034 -1.1924 1.0607
H: -2.7185 -0.0790 -0.7234
H: -3.8053 2.3940 0.1851
H: -1.9065 1.7813 -1.2233
H: -0.9207 2.0532 2.2118
H: -0.0403 3.4064 1.5238
H: -0.0669 1.2146 4.1001
H: 1.5348 0.5946 4.3643
H: -0.1126 -1.2331 4.1466
H: 1.2063 -1.3310 2.9861
H: -0.7389 -1.8238 1.9120
F: 1.8349 -2.6326 -2.4281
C: 1.2449 -3.7261 -1.9658
F: 1.1539 -4.6195 -2.9325
F: 1.9642 -4.2163 -0.9602
S: -0.4607 -3.3762 -1.3651
O: -0.3064 -2.4849 -0.1943
O: -1.0176 -4.6543 -1.1062
N: -1.1655 -2.6534 -2.5638
S: -1.2304 -1.1188 -2.8459
O: -2.5528 -0.5751 -2.7189
O: -0.1541 -0.3411 -2.1855
C: -0.8091 -1.0294 -4.6338
F: -0.7685 0.2551 -4.9673
F: 0.3721 -1.5854 -4.8532
F: -1.7424 -1.6536 -5.3256
N: 4.6134 -2.6799 1.2548
C: 3.9783 -1.7551 0.4871
C: 2.5875 -1.5761 0.5777
N: 1.9460 -0.6803 -0.1583
C: 2.6963 0.0494 -1.0136
C: 4.0584 -0.1291 -1.0751
N: 4.7177 -1.0134 -0.3290
H: 4.0974 -3.3957 1.7317
H: 5.5843 -2.8520 1.0572
H: 1.9935 -2.2067 1.2268
H: 2.1905 0.7401 -1.6713
H: 4.6469 0.4684 -1.7611
C: -1.5043 4.5375 -0.7218
C: -2.5290 4.0707 -0.0055
C: -2.7861 2.6738 0.4713
N: -0.3909 1.8227 0.1777
C: 0.2490 2.7168 -0.7689
C: -0.2704 3.8716 -1.1692
H: -1.5625 5.5814 -1.0065
H: -3.3098 4.7811 0.2427
H: -2.7815 2.6455 1.5667
H: 1.2267 2.4048 -1.1068
H: 0.3312 4.4346 -1.8729

=====

Energetically preferred structure: Q | next structure: +0.0263 hartree

=====

--- P ---
DFT (ωB97M-V with the def2-TZVPD basis set) results for the ion C5H10NS with charge +1.

The charge is +1. The frontier orbital gap (alpha / beta) is 7.36 / 8.16 eV. The calculation puts the molar mass at 116.209 g mol⁻¹.

Cartesian coordinates (Å):
C: 1.0478 -1.0440 2.0599
C: -0.0071 -1.1483 1.0552
C: 0.3342 0.1046 0.3392
C: -0.1869 1.4577 0.5575
C: -0.8012 -0.2252 -1.9369
N: 0.4990 -0.2019 -1.1252
S: -0.3881 -0.6288 2.9225
H: 2.0226 -0.4412 1.9773
H: -0.5599 -2.0888 0.9139
H: -0.1273 1.6717 1.7430
H: -1.3016 1.5943 0.2968
H: 0.5040 2.2956 -0.0031
H: -0.5568 -0.4614 -2.9560
H: -1.4098 -0.9701 -1.3723
H: -1.2578 0.7831 -1.8801
H: 1.2093 0.4878 -1.5344
H: 0.9795 -1.1852 -1.0574

=====

--- Q ---
DFT (ωB97M-V with the def2-TZVPD basis set) results for the ion C5H10NS with charge +1.

The charge is +1. The frontier orbital gap (alpha / beta) is 5.86 / 7.54 eV. The calculation puts the molar mass at 116.209 g mol⁻¹.

Cartesian coordinates (Å):
C: -0.2964 -0.0252 -1.5823
C: -0.2354 -0.5142 0.6620
C: -0.1688 0.9576 0.8911
C: -0.8026 1.7249 1.8725
C: 1.1832 -1.8236 -0.8678
N: 0.2244 -0.8056 -0.7175
S: -0.1723 -0.0204 -3.2313
H: 0.4288 -0.8869 1.3777
H: -1.2575 -0.8194 0.8546
H: 0.4254 1.4580 0.0336
H: -1.1251 2.7597 1.5300
H: -0.0021 1.8398 2.6178
H: -1.5819 1.3423 2.4373
H: 1.3690 -2.2708 -1.9169
H: 1.0182 -2.6330 -0.1001
H: 2.1274 -1.3024 -0.4688
H: -1.1343 1.0191 -3.3919

=====

Energetically preferred structure: Q | next structure: +0.0166 hartree

=====

--- P ---
DFT (ωB97M-V with the def2-TZVPD basis set) results for a cluster of 2 separate species, C8H11BrO in total.

The frontier orbital gap (alpha / beta) is 7.46 / 8.04 eV. The calculation puts the molar mass at 203.079 g mol⁻¹.

Cartesian coordinates (Å):
C: -0.7783 -0.2525 3.0842
C: -0.7160 -1.1294 1.9652
C: -0.6569 1.0634 2.5922
C: -0.4957 -0.2745 0.8970
C: -0.1288 0.7273 -2.6508
C: 2.3125 -0.7971 -0.4870
C: -0.8329 0.7759 -1.3156
C: -0.5250 -0.4109 -0.5066
O: -0.4744 1.0127 1.2773
Br: -0.7228 -2.1573 -1.4880
H: -0.8253 -0.4189 4.1579
H: -0.6582 -2.1380 1.8343
H: -0.3554 1.9289 3.1217
H: 0.7912 0.1927 -2.6767
H: -0.7850 0.2148 -3.2463
H: 0.2461 1.7718 -2.9144
H: 2.8604 -0.5543 -1.3170
H: 2.2506 0.0073 0.1792
H: 2.0984 -1.8374 -0.3259
H: -0.6451 1.5740 -0.6426
H: -1.9594 0.7016 -1.5382

=====

--- Q ---
DFT (ωB97M-V with the def2-TZVPD basis set) results for an isolated molecule of C8H11BrO.

As for the SMILES: CC[C@](C)(Br)c1ccco1. The frontier orbital gap is 9.40 eV. The calculation puts the molar mass at 203.079 g mol⁻¹.

Cartesian coordinates (Å):
C: 1.1911 1.2226 -0.6393
C: 0.7893 1.1493 0.7913
C: -0.5240 0.3567 0.9296
C: -1.9072 1.0807 0.1635
Br: -0.9917 0.5241 2.7653
C: -0.4147 -1.1213 0.5330
C: 0.2073 -2.1056 1.2687
C: 0.3452 -3.1907 0.4170
C: -0.2143 -2.8108 -0.7760
O: -0.7338 -1.5840 -0.7064
H: 1.5582 0.1561 -1.0104
H: 0.4658 1.6683 -1.4435
H: 2.1966 1.8595 -0.8449
H: 1.5685 0.7637 1.3016
H: 0.5820 2.2251 1.0323
H: -1.7777 2.0855 0.0868
H: -1.8914 0.7828 -0.8023
H: -2.6924 0.8721 0.7077
H: 0.5601 -2.0200 2.2935
H: 0.8234 -4.0341 0.7006
H: -0.3301 -3.1657 -1.7537

=====

Energetically preferred structure: Q | next structure: +0.0940 hartree

=====

--- P ---
DFT (ωB97M-V with the def2-TZVPD basis set) results for an isolated molecule of CH2N2O4.

As for the SMILES: O=NOC[N+](=O)[O-]. The frontier orbital gap is 10.39 eV. The calculation puts the molar mass at 106.037 g mol⁻¹.

Cartesian coordinates (Å):
O: 3.6224 0.3932 0.0201
N: 2.5860 0.3334 -0.5137
O: 1.6060 0.6488 0.3911
C: 0.1127 0.3592 0.0377
N: -0.5698 1.6829 -0.0672
O: -0.0209 2.6982 0.2398
O: -1.7900 1.5324 -0.1958
H: -0.1445 -0.2719 -0.8720
H: -0.1923 -0.2168 0.8754

=====

--- Q ---
DFT (ωB97M-V with the def2-TZVPD basis set) results for a structure of composition CH2N2O4.

The frontier orbital gap (alpha / beta) is 9.02 / 9.02 eV. The calculation puts the molar mass at 106.037 g mol⁻¹.

Cartesian coordinates (Å):
C: -0.1110 0.7991 0.1237
N: 0.1500 -1.0749 0.3484
N: 0.3007 1.0730 -1.2338
O: -0.7006 0.9357 -1.9722
O: -0.6790 1.3025 1.0113
O: 1.4297 1.2453 -1.5418
O: -0.2103 -1.2408 1.6130
H: -0.7316 -1.2829 -0.2214
H: 0.5521 -1.7571 1.8729

=====

--- R ---
DFT (ωB97M-V with the def2-TZVPD basis set) results for a cluster of 2 separate species, CH2N2O4 in total.

The frontier orbital gap (alpha / beta) is 8.02 / 8.13 eV. The calculation puts the molar mass at 106.037 g mol⁻¹.

Cartesian coordinates (Å):
C: 2.0744 -0.8459 -0.1028
N: -0.1414 -0.2220 0.5150
N: 2.4982 0.4475 -0.1053
O: 2.2936 -1.9788 -0.2408
O: 3.1769 0.7095 0.8871
O: 2.0351 1.2210 -0.9366
O: -0.4683 0.6015 -0.4990
H: -0.5759 -1.1186 0.2904
H: 0.0027 1.4551 -0.3798

=====

Energetically preferred structure: P | next structure: +0.0164 hartree

=====

--- P ---
DFT (ωB97M-V with the def2-TZVPD basis set) results for a structure of composition BrMn2.

The charge is +3. The frontier orbital gap (alpha / beta) is 9.13 / 9.08 eV. As for the spin multiplicity: 11. The calculation puts the molar mass at 189.780 g mol⁻¹.

Cartesian coordinates (Å):
Mn: -14.1068 3.6406 -1.4996
Mn: -11.5138 0.9287 0.3599
Br: -12.7827 3.1614 0.6429

=====

--- Q ---
DFT (ωB97M-V with the def2-TZVPD basis set) results for a structure of composition BrMn2.

The charge is +3. The frontier orbital gap (alpha / beta) is 8.79 / 9.16 eV. As for the spin multiplicity: 11. The calculation puts the molar mass at 189.780 g mol⁻¹.

Cartesian coordinates (Å):
Mn: -22.9028 22.1667 22.0256
Mn: -18.0100 23.1870 22.2703
Br: -20.4116 22.5706 21.7393

=====

Energetically preferred structure: Q | next structure: +0.0142 hartree

=====

--- P ---
DFT (ωB97M-V with the def2-TZVPD basis set) results for an isolated molecule of CHO2PS.

As for the SMILES: O=CSP=O. The frontier orbital gap is 8.40 eV. The calculation puts the molar mass at 108.058 g mol⁻¹.

Cartesian coordinates (Å):
O: 1.2726 1.0969 0.9656
C: 0.7521 0.4472 0.1388
S: -0.6532 1.1470 -0.7071
P: -1.7174 -0.7086 -0.5347
O: -0.6401 -1.3742 0.2767
H: 0.9860 -0.6084 -0.1393

=====

--- Q ---
DFT (ωB97M-V with the def2-TZVPD basis set) results for a structure of composition CHO2PS.

The frontier orbital gap is 8.29 eV. The calculation puts the molar mass at 108.058 g mol⁻¹.

Cartesian coordinates (Å):
C: -1.2027 0.2299 0.1162
O: -1.9079 0.9789 0.6187
O: 0.5005 0.9017 -0.3123
P: 1.9020 0.2697 -0.3731
S: 1.8372 -1.5949 0.1890
H: -1.1291 -0.7853 -0.2386

=====

Energetically preferred structure: P | next structure: +0.0077 hartree